Here is the molecule C4H7F in a non-equilibrium geometry from OMol25. Energies are from the ωB97M-V functional and the def2-TZVPD basis.

Properties
HOMO energy = -9.92 eV
Energy above the lowest of the compared OMol25 structures with the same formula, charge and spin = 2.4791 eV
Molar mass = 74.1 g/mol
E_LUMO = 1.21 eV
SMILES string = FCC1CC1

```
! wB97M-V def2-TZVPD RIJCOSX def2/J DEFGRID3
* xyz 0 1
C 1.356 -0.672 0.272
C 0.175 0.115 -0.516
C -1.029 -0.078 0.259
C -0.810 1.423 -0.187
H 2.511 -0.509 -0.040
H 1.310 -0.545 1.333
H 0.172 -0.200 -1.510
H -1.590 -0.908 -0.439
H -0.964 -0.533 1.278
H -1.478 1.765 -1.045
H -0.619 2.090 0.562
F 0.965 -1.947 0.032
*
```